--- 1 ---
DFT (ωB97M-V/def2-TZVPD) results for a cluster of 2 separate species, C3H12OSi2 in total.

Computed properties:
Gap between HOMO and LUMO, eV: 9.1143

Structure (ORCA input):
```
! wB97M-V def2-TZVPD RIJCOSX def2/J DEFGRID3
* xyz 0 1
C 2.28 -1.07 0.40
C 0.18 2.06 -0.33
C 0.81 -1.01 0.04
O -2.08 0.12 -0.97
Si -2.68 -0.28 0.41
Si 0.34 0.40 -1.14
H 3.13 -1.26 -0.33
H 2.68 -0.23 0.98
H 2.61 -1.92 1.09
H 1.02 2.71 -0.17
H -0.57 2.81 -0.70
H -0.18 1.79 0.73
H 0.03 -1.02 0.81
H 0.60 -2.00 -0.60
H -2.31 0.79 1.23
H -4.08 -0.40 0.13
H -2.44 -1.58 0.92
H 0.66 0.09 -2.50
*
```

Here is what Mulliken gives for the atomic charges, in e: atom 1 (C): -1.229, atom 2 (C): -0.924, atom 3 (C): -0.175, atom 4 (O): -0.515, atom 5 (Si): 0.585, atom 6 (Si): 0.606, atom 7 (H): 0.320, atom 8 (H): 0.358, atom 9 (H): 0.318, atom 10 (H): 0.409, atom 11 (H): 0.334, atom 12 (H): 0.230, atom 13 (H): 0.198, atom 14 (H): 0.226, atom 15 (H): -0.218, atom 16 (H): -0.222, atom 17 (H): -0.183, atom 18 (H): -0.116



--- 2 ---
DFT (ωB97M-V/def2-TZVPD) results for a cluster of 2 separate species, C3H12OSi2 in total.

Computed properties:
SMILES: CC[SiH2]C.O=[SiH2]
Gap between HOMO and LUMO, eV: 9.4507

Structure (ORCA input):
```
! wB97M-V def2-TZVPD RIJCOSX def2/J DEFGRID3
* xyz 0 1
C 0.36 1.62 1.78
C -0.80 0.00 -2.04
C 0.50 0.88 0.46
O 0.18 -2.45 1.02
Si -1.21 -3.01 1.06
Si -1.22 0.56 -0.28
H 1.31 2.06 2.07
H -0.34 2.43 1.56
H -0.01 1.08 2.71
H 0.15 -0.52 -2.03
H -1.57 -0.51 -2.52
H -0.57 1.06 -2.59
H 1.00 -0.11 0.49
H 1.16 1.56 -0.20
H -2.02 1.91 -0.38
H -1.87 -4.20 0.30
H -2.48 -2.43 1.57
H -2.16 -0.54 0.28
*
```

Here is what Mulliken gives for the atomic charges, in e: atom 1 (C): -1.166, atom 2 (C): -0.984, atom 3 (C): -0.323, atom 4 (O): -0.343, atom 5 (Si): 0.433, atom 6 (Si): 0.436, atom 7 (H): 0.329, atom 8 (H): 0.307, atom 9 (H): 0.270, atom 10 (H): 0.306, atom 11 (H): 0.362, atom 12 (H): 0.223, atom 13 (H): 0.323, atom 14 (H): 0.281, atom 15 (H): -0.162, atom 16 (H): -0.052, atom 17 (H): -0.047, atom 18 (H): -0.195



Name the most stable of them. 2.



--- 1 ---
DFT (ωB97M-V/def2-TZVPD) results for an isolated molecule of C5H8N2O3S.

Computed properties:
SMILES: CN(C)S(=O)(=O)c1ncco1
Gap between HOMO and LUMO, eV: 10.7827

Structure (ORCA input):
```
! wB97M-V def2-TZVPD RIJCOSX def2/J DEFGRID3
* xyz 0 1
C -1.96 -1.87 -0.43
C -2.79 -1.16 0.46
C -1.21 0.10 -0.19
C 1.63 0.19 1.24
C 1.85 0.18 -1.08
N -0.98 -0.97 -0.80
N 1.49 0.99 0.04
O -0.01 2.11 -1.55
O -0.51 2.27 0.93
O -2.24 0.10 0.60
S -0.01 1.60 -0.21
H -2.28 -2.75 -0.89
H -3.69 -1.27 0.97
H 1.07 0.83 1.99
H 1.14 -0.78 1.18
H 2.62 0.28 1.55
H 1.88 0.88 -1.88
H 2.87 -0.07 -0.92
H 1.13 -0.68 -1.02
*
```

Here is what Mulliken gives for the atomic charges, in e: atom 1 (C): -0.595, atom 2 (C): -0.064, atom 3 (C): 0.449, atom 4 (C): -0.996, atom 5 (C): -0.936, atom 6 (N): -0.445, atom 7 (N): -0.165, atom 8 (O): -0.653, atom 9 (O): -0.626, atom 10 (O): -0.273, atom 11 (S): 1.245, atom 12 (H): 0.368, atom 13 (H): 0.433, atom 14 (H): 0.333, atom 15 (H): 0.376, atom 16 (H): 0.417, atom 17 (H): 0.306, atom 18 (H): 0.352, atom 19 (H): 0.474



--- 2 ---
DFT (ωB97M-V/def2-TZVPD) results for an isolated molecule of C5H8N2O3S.

Computed properties:
SMILES: NC(=O)[C@]1(C(=O)O)NCCS1
Gap between HOMO and LUMO, eV: 9.5110

Structure (ORCA input):
```
! wB97M-V def2-TZVPD RIJCOSX def2/J DEFGRID3
* xyz 0 1
C -1.73 1.25 0.16
C -1.79 -1.37 -0.14
C 1.38 -0.33 0.41
C 1.57 0.25 -0.89
C -0.87 -0.10 -0.06
N -2.86 1.11 -0.53
N 0.09 -0.21 1.00
O -1.37 -2.26 0.81
O -1.26 2.05 0.94
O -2.72 -1.56 -0.88
S -0.06 -0.06 -1.66
H 1.68 -1.42 0.22
H 2.14 -0.04 1.13
H 1.58 1.42 -0.81
H 2.35 0.02 -1.52
H -2.97 0.31 -1.05
H -3.62 1.83 -0.52
H -0.57 -1.79 1.27
H -0.04 0.56 1.55
*
```

Here is what Mulliken gives for the atomic charges, in e: atom 1 (C): 0.507, atom 2 (C): 0.224, atom 3 (C): -0.768, atom 4 (C): -0.622, atom 5 (C): 0.801, atom 6 (N): -0.240, atom 7 (N): -0.535, atom 8 (O): -0.540, atom 9 (O): -0.647, atom 10 (O): -0.612, atom 11 (S): -0.199, atom 12 (H): 0.229, atom 13 (H): 0.446, atom 14 (H): 0.225, atom 15 (H): 0.525, atom 16 (H): 0.152, atom 17 (H): 0.272, atom 18 (H): 0.476, atom 19 (H): 0.307



Name the most stable of them. 2.



--- 1 ---
DFT (ωB97M-V/def2-TZVPD) results for a structure of composition C31H33BrCl2N7O5V.

Computed properties:
Expectation value of S²: 3.775
Gap between HOMO and LUMO (spin up / spin down), eV: 5.3831 / 7.1140

Structure (ORCA input):
```
! wB97M-V def2-TZVPD RIJCOSX def2/J DEFGRID3
* xyz 1 4
V 0.24 0.14 -0.08
O -0.18 -1.31 0.81
C 0.36 -1.76 1.99
C 0.76 -0.60 2.87
C 1.27 -0.78 4.15
C 1.57 0.33 4.91
C 1.34 1.59 4.37
C 0.83 1.68 3.09
N 0.56 0.61 2.34
H -1.83 -1.36 0.70
H 1.26 -2.37 1.78
H -0.34 -2.40 2.53
H 1.41 -1.78 4.54
H 1.98 0.22 5.91
H 1.55 2.49 4.94
H 0.63 2.64 2.65
Cl 5.09 5.40 -0.70
C 3.63 4.47 -0.75
C 3.44 3.56 -1.80
C 2.34 2.75 -1.78
Cl 2.03 1.63 -3.07
C 1.40 2.75 -0.71
O 0.58 1.75 -0.56
C 1.50 3.85 0.22
C 0.44 4.20 1.11
O -0.68 3.71 1.12
C 2.67 4.64 0.21
H 4.15 3.52 -2.62
H 0.65 5.04 1.79
H 2.80 5.39 0.97
N -1.83 0.94 0.64
C -3.18 0.74 0.09
C -4.26 1.66 0.67
C -4.17 3.13 0.25
C -4.54 3.40 -1.22
N -3.60 2.88 -2.23
C -2.36 3.31 -2.45
N -1.98 4.53 -2.07
N -1.52 2.55 -3.15
C -3.65 -0.73 0.23
O -4.79 -1.01 -0.05
O -2.78 -1.64 0.64
H -1.85 0.73 1.63
H -1.56 1.92 0.58
H -3.14 0.92 -0.98
H -4.21 1.60 1.76
H -5.23 1.26 0.37
H -3.18 3.53 0.48
H -4.89 3.70 0.85
H -4.67 4.47 -1.38
H -5.49 2.92 -1.44
H -3.87 2.03 -2.68
H -2.56 5.07 -1.46
H -1.01 4.80 -2.15
H -1.75 1.61 -3.41
H -0.57 2.84 -3.32
Br 7.45 1.51 1.69
C 5.82 0.85 1.00
C 4.62 1.39 1.44
C 3.43 0.91 0.93
C 3.38 -0.12 -0.03
C 4.62 -0.63 -0.46
C 5.81 -0.15 0.05
N 2.15 -0.53 -0.54
C 2.08 -1.45 -1.50
C 0.85 -1.67 -2.13
C 0.66 -2.66 -3.12
C -0.58 -2.85 -3.67
C -1.64 -2.02 -3.25
C -1.39 -1.06 -2.31
N -0.19 -0.85 -1.74
H 4.61 2.17 2.18
H 2.50 1.35 1.26
H 4.67 -1.41 -1.21
H 6.75 -0.57 -0.29
H 2.94 -2.00 -1.83
H 1.51 -3.27 -3.40
H -0.75 -3.63 -4.40
H -2.64 -2.15 -3.65
H -2.20 -0.42 -1.98
*
```

Here is what Mulliken gives for the atomic charges, in e: atom 1 (V): 1.407, atom 2 (O): -0.910, atom 3 (C): -0.798, atom 4 (C): 0.626, atom 5 (C): -1.103, atom 6 (C): -0.481, atom 7 (C): -1.020, atom 8 (C): -0.230, atom 9 (N): 0.538, atom 10 (H): 0.569, atom 11 (H): 0.311, atom 12 (H): 0.580, atom 13 (H): 0.541, atom 14 (H): 0.456, atom 15 (H): 0.524, atom 16 (H): 0.331, atom 17 (Cl): -0.216, atom 18 (C): -0.129, atom 19 (C): -0.367, atom 20 (C): 0.579, atom 21 (Cl): -0.160, atom 22 (C): -0.438, atom 23 (O): -0.209, atom 24 (C): 1.459, atom 25 (C): -1.270, atom 26 (O): -0.511, atom 27 (C): -1.120, atom 28 (H): 0.530, atom 29 (H): 0.248, atom 30 (H): 0.481, atom 31 (N): 0.313, atom 32 (C): 0.431, atom 33 (C): -1.096, atom 34 (C): 0.056, atom 35 (C): -1.278, atom 36 (N): -0.138, atom 37 (C): 0.888, atom 38 (N): -0.347, atom 39 (N): -0.251, atom 40 (C): 0.417, atom 41 (O): -0.632, atom 42 (O): -0.532, atom 43 (H): 0.414, atom 44 (H): -0.311, atom 45 (H): -0.412, atom 46 (H): 0.430, atom 47 (H): 0.500, atom 48 (H): -0.136, atom 49 (H): 0.456, atom 50 (H): 0.389, atom 51 (H): 0.475, atom 52 (H): 0.334, atom 53 (H): 0.241, atom 54 (H): 0.210, atom 55 (H): 0.093, atom 56 (H): 0.142, atom 57 (Br): -0.190, atom 58 (C): -0.520, atom 59 (C): -0.459, atom 60 (C): 1.057, atom 61 (C): 0.169, atom 62 (C): -1.323, atom 63 (C): -0.697, atom 64 (N): 1.262, atom 65 (C): -0.796, atom 66 (C): 0.776, atom 67 (C): -1.202, atom 68 (C): -0.651, atom 69 (C): -1.488, atom 70 (C): -0.311, atom 71 (N): 0.895, atom 72 (H): 0.524, atom 73 (H): -0.217, atom 74 (H): 0.330, atom 75 (H): 0.451, atom 76 (H): 0.150, atom 77 (H): 0.519, atom 78 (H): 0.435, atom 79 (H): 0.522, atom 80 (H): 0.891



--- 2 ---
DFT (ωB97M-V/def2-TZVPD) results for a structure of composition C31H33BrCl2N7O5V.

Computed properties:
Expectation value of S²: 3.770
Gap between HOMO and LUMO (spin up / spin down), eV: 5.9932 / 7.0644

Structure (ORCA input):
```
! wB97M-V def2-TZVPD RIJCOSX def2/J DEFGRID3
* xyz 1 4
V 0.53 -0.20 -0.15
O -2.19 -1.20 -2.90
C -3.20 -1.99 -2.30
C -3.84 -1.33 -1.10
C -5.21 -1.41 -0.90
C -5.77 -0.81 0.22
C -4.92 -0.15 1.10
C -3.56 -0.13 0.80
N -3.03 -0.70 -0.26
H -2.57 -0.36 -3.17
H -2.71 -2.91 -2.00
H -3.99 -2.25 -3.02
H -5.84 -1.93 -1.62
H -6.83 -0.86 0.40
H -5.29 0.33 1.99
H -2.87 0.36 1.48
Cl -1.42 -6.37 3.37
C -1.16 -4.78 2.72
C -1.52 -3.67 3.50
C -1.34 -2.39 3.05
Cl -1.85 -1.05 4.02
C -0.75 -2.13 1.78
O -0.57 -0.93 1.39
C -0.43 -3.27 1.00
C 0.05 -3.12 -0.33
O 0.31 -2.03 -0.87
C -0.63 -4.59 1.48
H -1.97 -3.82 4.48
H 0.16 -4.01 -0.96
H -0.38 -5.43 0.85
N 2.26 -0.30 2.08
C 1.54 0.58 3.01
C 2.41 1.28 4.06
C 3.50 2.23 3.56
C 3.00 3.48 2.83
N 1.89 4.14 3.50
C 1.98 4.93 4.56
N 0.87 5.32 5.19
N 3.17 5.35 5.01
C 0.70 1.58 2.22
O 0.05 2.46 2.80
O 0.81 1.48 0.96
H 2.59 -1.13 2.56
H 3.08 0.15 1.68
H 0.82 -0.05 3.54
H 2.91 0.50 4.66
H 1.75 1.80 4.75
H 4.19 1.72 2.88
H 4.11 2.52 4.42
H 2.63 3.24 1.83
H 3.81 4.20 2.67
H 0.96 3.71 3.28
H -0.02 4.98 4.88
H 0.91 5.93 5.98
H 4.01 5.13 4.52
H 3.23 6.03 5.75
Br 7.52 -2.74 -0.86
C 5.86 -1.89 -1.06
C 4.77 -2.31 -0.31
C 3.55 -1.68 -0.47
C 3.40 -0.64 -1.37
C 4.50 -0.22 -2.12
C 5.72 -0.85 -1.96
N 2.12 -0.03 -1.48
C 1.80 0.55 -2.61
C 0.53 1.21 -2.67
C 0.11 2.00 -3.76
C -1.06 2.69 -3.66
C -1.80 2.62 -2.47
C -1.35 1.81 -1.45
N -0.23 1.08 -1.56
H 4.87 -3.13 0.39
H 2.70 -2.02 0.12
H 4.42 0.62 -2.80
H 6.58 -0.52 -2.54
H 2.44 0.52 -3.48
H 0.72 2.05 -4.65
H -1.41 3.31 -4.48
H -2.72 3.18 -2.33
H -1.88 1.71 -0.52
*
```

Here is what Mulliken gives for the atomic charges, in e: atom 1 (V): 0.479, atom 2 (O): -0.398, atom 3 (C): -0.875, atom 4 (C): 0.635, atom 5 (C): -0.923, atom 6 (C): -0.454, atom 7 (C): -1.126, atom 8 (C): -0.011, atom 9 (N): 0.414, atom 10 (H): 0.273, atom 11 (H): 0.201, atom 12 (H): 0.406, atom 13 (H): 0.459, atom 14 (H): 0.403, atom 15 (H): 0.473, atom 16 (H): 0.399, atom 17 (Cl): -0.217, atom 18 (C): 0.019, atom 19 (C): -0.420, atom 20 (C): 0.598, atom 21 (Cl): -0.199, atom 22 (C): -0.651, atom 23 (O): 0.470, atom 24 (C): 1.080, atom 25 (C): -0.725, atom 26 (O): -0.379, atom 27 (C): -1.175, atom 28 (H): 0.485, atom 29 (H): 0.410, atom 30 (H): 0.465, atom 31 (N): -0.169, atom 32 (C): 0.710, atom 33 (C): -1.284, atom 34 (C): -0.323, atom 35 (C): -1.278, atom 36 (N): 0.076, atom 37 (C): 0.857, atom 38 (N): -0.392, atom 39 (N): -0.352, atom 40 (C): 0.357, atom 41 (O): -1.016, atom 42 (O): -0.873, atom 43 (H): 0.330, atom 44 (H): 0.205, atom 45 (H): -0.189, atom 46 (H): 0.528, atom 47 (H): 0.353, atom 48 (H): 0.409, atom 49 (H): 0.369, atom 50 (H): 0.198, atom 51 (H): 0.509, atom 52 (H): 0.292, atom 53 (H): 0.195, atom 54 (H): 0.180, atom 55 (H): 0.184, atom 56 (H): 0.195, atom 57 (Br): -0.170, atom 58 (C): 0.033, atom 59 (C): -0.979, atom 60 (C): 0.266, atom 61 (C): 0.321, atom 62 (C): -0.818, atom 63 (C): -0.736, atom 64 (N): 1.052, atom 65 (C): -0.171, atom 66 (C): 0.116, atom 67 (C): -1.111, atom 68 (C): -0.463, atom 69 (C): -0.952, atom 70 (C): -0.595, atom 71 (N): 0.913, atom 72 (H): 0.487, atom 73 (H): 0.306, atom 74 (H): 0.474, atom 75 (H): 0.421, atom 76 (H): 0.469, atom 77 (H): 0.504, atom 78 (H): 0.449, atom 79 (H): 0.467, atom 80 (H): 0.530



Name the most stable of them. 2.